[1]
# C48H76N12

A 12-piece molecular cluster, C48H76N12 overall at a distorted geometry (the ωB97M-V functional and the def2-TZVPD basis, OMol25).

Atoms and positions in Å:
C1 -0.725 4.587 -1.608
C2 -0.318 5.978 -2.068
C3 0.691 6.704 -1.174
C4 2.041 6.179 -1.407
N1 3.078 5.730 -1.622
H1 0.116 3.885 -1.577
H2 -1.489 4.195 -2.277
H3 -1.092 4.566 -0.579
H4 -1.255 6.549 -2.122
H5 0.042 6.048 -3.098
H6 0.485 6.549 -0.113
H7 0.702 7.769 -1.404
C5 7.493 -2.364 2.743
C6 6.801 -2.177 1.388
C7 5.387 -2.765 1.277
C8 4.348 -1.809 1.650
N2 3.475 -1.114 1.936
H8 6.890 -3.035 3.360
H9 7.605 -1.418 3.264
H10 8.448 -2.878 2.646
H11 7.387 -2.652 0.593
H12 6.839 -1.152 1.014
H13 5.263 -3.657 1.889
H14 5.254 -3.012 0.225
C9 2.860 -4.563 -2.783
C10 2.377 -3.746 -1.583
C11 2.339 -2.246 -1.830
C12 3.721 -1.676 -1.796
N3 4.788 -1.261 -1.708
H15 3.771 -4.068 -3.142
H16 2.141 -4.463 -3.596
H17 3.080 -5.592 -2.526
H18 2.912 -4.022 -0.671
H19 1.348 -4.031 -1.317
H20 1.883 -1.708 -0.994
H21 1.948 -1.960 -2.805
C13 0.574 -1.413 4.525
C14 1.395 -0.483 5.441
C15 1.808 -1.100 6.770
C16 2.132 -0.028 7.711
N4 2.378 0.814 8.454
H22 0.994 -2.401 4.745
H23 0.633 -1.229 3.457
H24 -0.478 -1.372 4.813
H25 0.830 0.436 5.606
H26 2.269 -0.195 4.849
H27 2.668 -1.763 6.706
H28 0.943 -1.621 7.189
C17 5.313 4.293 0.799
C18 4.997 2.824 0.922
C19 3.756 2.562 1.784
C20 2.556 3.280 1.382
N5 1.567 3.815 1.141
H29 5.549 4.755 1.759
H30 4.469 4.782 0.306
H31 6.153 4.543 0.148
H32 5.813 2.261 1.380
H33 4.808 2.389 -0.061
H34 3.951 2.788 2.836
H35 3.514 1.494 1.786
C21 0.393 0.058 0.753
C22 0.583 0.814 -0.549
C23 -0.739 0.882 -1.296
C24 -1.055 -0.488 -1.756
N6 -1.204 -1.588 -2.055
H36 1.200 0.225 1.466
H37 0.300 -1.032 0.665
H38 -0.551 0.350 1.222
H39 1.374 0.464 -1.207
H40 0.773 1.842 -0.226
H41 -0.721 1.376 -2.279
H42 -1.613 1.284 -0.786
C25 -5.301 -1.894 0.933
C26 -6.147 -0.610 1.015
C27 -5.432 0.574 0.406
C28 -4.122 0.835 0.957
N7 -3.072 1.052 1.368
H43 -5.073 -2.174 -0.095
H44 -5.829 -2.744 1.366
H45 -4.417 -1.678 1.535
H46 -6.426 -0.468 2.062
H47 -7.110 -0.731 0.516
H48 -6.001 1.494 0.574
H49 -5.340 0.423 -0.670
C29 -6.996 4.387 -1.517
C30 -5.955 5.344 -2.101
C31 -4.572 5.165 -1.459
C32 -4.109 3.780 -1.452
N8 -3.737 2.697 -1.514
H50 -7.197 4.582 -0.462
H51 -6.669 3.355 -1.663
H52 -7.957 4.444 -2.031
H53 -6.292 6.372 -1.975
H54 -5.905 5.146 -3.174
H55 -4.598 5.583 -0.453
H56 -3.830 5.703 -2.056
N9 -1.887 -3.557 1.076
C33 -0.715 -3.738 0.397
C34 -0.435 -5.072 0.398
C35 -1.430 -5.714 1.189
C36 -2.311 -4.749 1.610
H57 -2.361 -2.675 1.142
H58 -0.221 -2.897 -0.057
H59 0.372 -5.583 -0.100
H60 -1.553 -6.777 1.316
H61 -3.203 -4.745 2.212
N10 -1.604 1.952 4.044
C37 -0.484 2.709 3.876
C38 -0.093 3.180 5.100
C39 -1.062 2.712 6.049
C40 -1.914 1.866 5.387
H62 -2.152 1.668 3.246
H63 -0.039 2.784 2.896
H64 0.850 3.619 5.382
H65 -1.095 2.937 7.102
H66 -2.750 1.208 5.566
N11 -2.384 -0.283 -6.318
C41 -2.378 -1.516 -5.716
C42 -3.109 -2.375 -6.480
C43 -3.559 -1.638 -7.621
C44 -3.130 -0.353 -7.468
H67 -2.148 0.587 -5.874
H68 -1.698 -1.715 -4.904
H69 -3.137 -3.446 -6.372
H70 -4.111 -2.021 -8.463
H71 -3.334 0.480 -8.120
N12 0.125 -5.075 -2.767
C45 0.262 -4.174 -3.803
C46 1.015 -4.766 -4.779
C47 1.359 -6.075 -4.316
C48 0.807 -6.218 -3.071
H72 -0.294 -4.825 -1.884
H73 -0.160 -3.194 -3.646
H74 1.272 -4.323 -5.727
H75 1.999 -6.780 -4.817
H76 0.807 -7.045 -2.380

For the gap between HOMO and LUMO, the calculation gives 0.2982 Ha. The value obtained for the relative energy (zero: lowest compared OMol25 entry of this formula, charge and spin) is 0.0 kJ/mol. The lowest unoccupied orbital energy is 0.16 eV. As for the total charge: 0. As for the SMILES: c1cc[nH]c1.c1cc[nH]c1.c1cc[nH]c1.c1cc[nH]c1.CCCC#N.CCCC#N.CCCC#N.CCCC#N.CCCC#N.CCCC#N.CCCC#N.CCCC#N.

***

[2]
# C48H77AsBaF3N7O2S2Si4

C48H77AsBaF3N7O2S2Si4 as an isolated structure at a distorted geometry (the ωB97M-V functional and the def2-TZVPD basis, OMol25).

Atoms and positions in Å:
Ba1 0.389 -1.088 0.092
C1 -3.061 -1.148 2.183
N1 -3.033 -0.662 0.812
C2 -3.289 0.763 0.777
C3 -3.949 -1.417 -0.018
C4 -3.899 -1.040 -1.494
N2 -2.574 -1.162 -2.069
C5 -2.397 -0.270 -3.194
C6 -2.260 -2.535 -2.434
H1 -4.051 -0.986 2.652
H2 -2.305 -0.617 2.764
H3 -2.830 -2.212 2.213
H4 -4.332 1.008 1.062
H5 -3.089 1.166 -0.218
H6 -2.614 1.256 1.477
H7 -4.993 -1.286 0.330
H8 -3.695 -2.474 0.090
H9 -4.242 -0.011 -1.626
H10 -4.621 -1.685 -2.026
H11 -3.144 -0.437 -3.994
H12 -1.405 -0.418 -3.611
H13 -2.471 0.767 -2.856
H14 -2.944 -2.914 -3.216
H15 -2.329 -3.180 -1.561
H16 -1.234 -2.593 -2.802
C7 -1.256 -3.135 5.091
C8 -0.138 -3.428 6.056
C9 -0.408 -3.524 7.419
C10 0.562 -3.874 8.345
C11 1.850 -4.148 7.908
C12 2.156 -4.026 6.565
C13 1.185 -3.651 5.632
N3 1.548 -3.559 4.284
C14 1.379 -2.458 3.429
N4 0.960 -1.356 4.088
C15 0.634 -0.017 3.710
C16 0.247 0.325 2.410
C17 -0.034 1.689 2.249
C18 0.048 2.630 3.268
C19 0.403 2.222 4.543
C20 0.700 0.888 4.786
C21 1.092 0.467 6.184
N5 1.696 -2.537 2.181
C22 2.007 -3.781 1.596
C23 1.182 -4.902 1.749
C24 1.447 -6.080 1.073
C25 2.552 -6.163 0.238
C26 3.381 -5.061 0.094
C27 3.132 -3.865 0.758
C28 4.029 -2.673 0.564
H17 -2.182 -3.576 5.462
H18 -1.069 -3.539 4.097
H19 -1.421 -2.060 4.977
H20 -1.426 -3.347 7.751
H21 0.312 -3.947 9.396
H22 2.618 -4.443 8.612
H23 3.165 -4.209 6.213
H24 2.216 -4.228 3.938
H25 0.995 -1.479 5.086
H26 -0.330 2.046 1.257
H27 -0.153 3.679 3.081
H28 0.471 2.941 5.352
H29 1.120 1.337 6.840
H30 2.083 0.003 6.210
H31 0.383 -0.246 6.622
H32 0.296 -4.825 2.366
H33 0.769 -6.918 1.178
H34 2.758 -7.074 -0.311
H35 4.239 -5.117 -0.567
H36 4.993 -2.981 0.156
H37 4.185 -2.130 1.495
H38 3.578 -1.970 -0.142
C29 4.749 -1.560 -6.496
Si1 3.831 -2.216 -4.960
C30 5.158 -2.451 -3.645
C31 3.092 -3.856 -5.527
C32 2.581 -0.897 -4.497
C33 2.470 0.298 -5.181
C34 1.572 1.277 -4.759
C35 0.822 1.008 -3.633
N6 0.886 -0.127 -2.943
C36 1.742 -1.091 -3.354
S1 1.800 -2.566 -2.485
H39 5.493 -2.289 -6.828
H40 5.273 -0.625 -6.283
H41 4.065 -1.380 -7.330
H42 5.914 -3.172 -3.971
H43 4.709 -2.807 -2.718
H44 5.658 -1.503 -3.434
H45 3.877 -4.510 -5.921
H46 2.357 -3.697 -6.320
H47 2.594 -4.359 -4.700
H48 3.090 0.484 -6.053
H49 1.491 2.222 -5.281
H50 0.116 1.744 -3.253
C37 -0.562 4.470 -4.692
Si2 -1.913 4.520 -3.373
C38 -3.352 3.468 -4.011
C39 -2.537 6.314 -3.422
As1 -1.227 3.626 -1.296
Si3 -2.696 4.926 0.016
C40 -2.498 6.811 0.083
C41 -2.705 4.420 1.839
C42 -4.447 4.565 -0.625
Si4 0.883 4.694 -1.072
C43 1.448 4.731 0.715
C44 2.151 3.768 -2.094
C45 0.851 6.505 -1.650
H51 -0.906 4.952 -5.610
H52 -0.281 3.443 -4.934
H53 0.337 4.990 -4.355
H54 -3.880 3.964 -4.829
H55 -4.073 3.271 -3.214
H56 -2.994 2.503 -4.373
H57 -2.757 6.590 -4.457
H58 -1.789 7.011 -3.039
H59 -3.450 6.443 -2.839
H60 -1.540 7.074 0.537
H61 -3.289 7.229 0.712
H62 -2.552 7.289 -0.895
H63 -2.110 5.113 2.438
H64 -2.301 3.421 1.997
H65 -3.728 4.431 2.223
H66 -4.686 5.128 -1.529
H67 -5.189 4.814 0.136
H68 -4.553 3.502 -0.857
H69 1.532 3.724 1.126
H70 0.766 5.305 1.348
H71 2.438 5.190 0.769
H72 2.216 2.730 -1.758
H73 3.140 4.212 -1.960
H74 1.917 3.762 -3.159
H75 0.129 7.089 -1.076
H76 0.593 6.605 -2.708
H77 1.837 6.953 -1.502
S2 4.762 1.936 0.375
C46 3.384 1.101 0.131
N7 2.385 0.520 -0.056
F1 -1.711 -5.700 -0.927
C47 -2.421 -5.557 0.200
F2 -2.431 -6.761 0.807
F3 -3.705 -5.312 -0.182
C48 -1.905 -4.396 1.136
O1 -2.233 -4.526 2.319
O2 -1.266 -3.516 0.540

For the gap between HOMO and LUMO, the calculation gives 0.2279 Ha. The value obtained for the relative energy (zero: lowest compared OMol25 entry of this formula, charge and spin) is 44.0 kJ/mol. The lowest unoccupied orbital energy is 3.70 eV. As for the total charge: -2.

***

[3]
# C48H78Cl12O27

A 15-piece molecular cluster, C48H78Cl12O27 overall at a distorted geometry (the ωB97M-V functional and the def2-TZVPD basis, OMol25).

Atoms and positions in Å:
C1 1.916 -0.591 0.632
C2 0.648 -0.413 -0.227
C3 -0.373 0.399 0.520
O1 -0.795 1.428 -0.371
C4 -0.038 1.487 -1.369
O2 -0.125 2.296 -2.302
O3 0.915 0.483 -1.236
H1 2.701 -1.180 0.157
H2 1.660 -1.189 1.506
H3 2.284 0.325 1.094
H4 0.301 -1.383 -0.585
H5 0.000 0.877 1.426
H6 -1.151 -0.286 0.857
C5 -2.717 7.077 -2.974
C6 -1.650 6.134 -2.374
C7 -0.524 6.752 -1.580
O4 -0.389 5.913 -0.439
C8 -1.406 5.090 -0.329
O5 -1.621 4.424 0.653
O6 -2.188 5.197 -1.474
H7 -3.029 7.746 -2.172
H8 -3.656 6.585 -3.228
H9 -2.386 7.690 -3.813
H10 -1.209 5.583 -3.205
H11 -0.779 7.780 -1.327
H12 0.336 6.848 -2.243
C9 -7.183 -0.093 0.955
C10 -6.168 -0.868 0.036
C11 -6.746 -2.202 -0.402
O7 -6.479 -2.182 -1.820
C12 -6.088 -0.981 -2.185
O8 -5.777 -0.685 -3.357
O9 -6.014 -0.128 -1.159
H13 -8.164 0.004 0.490
H14 -6.859 0.948 0.981
H15 -7.373 -0.598 1.902
H16 -5.130 -0.879 0.368
H17 -7.799 -2.380 -0.184
H18 -6.217 -2.929 0.213
C13 5.774 -5.369 -1.487
C14 6.169 -3.876 -1.783
C15 5.332 -2.892 -0.963
O10 6.216 -2.477 0.098
C16 7.443 -2.888 -0.132
O11 8.419 -2.656 0.548
O12 7.478 -3.724 -1.235
H19 5.864 -5.458 -0.405
H20 6.427 -6.015 -2.074
H21 4.784 -5.617 -1.869
H22 6.182 -3.753 -2.866
H23 4.411 -3.355 -0.608
H24 5.180 -1.966 -1.518
C17 5.324 -1.915 4.248
C18 4.074 -1.354 4.997
C19 4.203 0.014 5.624
O13 3.068 0.694 5.199
C20 2.448 -0.026 4.298
O14 1.535 0.425 3.618
O15 3.042 -1.228 4.125
H25 6.112 -2.175 4.954
H26 5.824 -1.235 3.558
H27 5.101 -2.780 3.623
H28 3.782 -2.104 5.732
H29 5.095 0.565 5.328
H30 4.234 -0.042 6.712
C21 1.940 -4.171 1.510
C22 1.010 -4.430 2.711
C23 1.729 -4.815 3.945
O16 1.001 -4.244 4.957
C24 0.262 -3.239 4.478
O17 -0.426 -2.384 5.113
O18 0.401 -3.230 3.108
H31 1.506 -3.759 0.599
H32 2.541 -5.064 1.338
H33 2.616 -3.393 1.866
H34 0.240 -5.124 2.376
H35 2.768 -4.499 4.042
H36 1.558 -5.872 4.148
C25 -3.280 -3.660 3.329
C26 -2.760 -3.864 1.897
C27 -3.651 -4.673 1.051
O19 -3.773 -3.977 -0.193
C28 -3.191 -2.795 -0.136
O20 -3.098 -1.933 -1.022
O21 -2.767 -2.627 1.163
H37 -3.269 -4.580 3.913
H38 -4.296 -3.266 3.312
H39 -2.658 -3.047 3.982
H40 -1.754 -4.283 1.919
H41 -4.646 -4.618 1.491
H42 -3.306 -5.698 0.909
C29 -1.203 -0.740 -3.811
C30 -0.036 -1.725 -4.168
C31 1.178 -1.045 -4.705
O22 2.160 -1.912 -4.238
C32 1.810 -2.374 -3.069
O23 2.570 -2.832 -2.238
O24 0.428 -2.238 -3.004
H43 -1.578 -0.278 -4.724
H44 -0.729 0.115 -3.327
H45 -2.044 -1.201 -3.293
H46 -0.333 -2.586 -4.767
H47 1.341 -0.061 -4.266
H48 1.149 -0.774 -5.761
C33 -4.225 2.468 -1.741
C34 -5.400 3.184 -1.012
C35 -5.021 3.911 0.318
O25 -5.406 5.273 0.035
C36 -5.608 5.423 -1.259
O26 -5.832 6.474 -1.828
O27 -5.662 4.284 -1.887
H49 -4.444 1.829 -2.597
H50 -3.738 1.706 -1.133
H51 -3.425 3.162 -2.001
H52 -6.208 2.470 -0.853
H53 -3.943 3.903 0.478
H54 -5.563 3.603 1.212
Cl1 3.912 3.736 -2.185
C37 3.114 4.237 -3.742
C38 1.933 5.197 -3.499
Cl2 1.126 5.624 -5.071
H55 2.669 3.329 -4.149
H56 3.879 4.500 -4.474
H57 2.281 6.129 -3.052
H58 1.141 4.817 -2.855
Cl3 0.579 2.217 -6.752
C39 -1.006 2.978 -6.729
C40 -1.698 2.966 -5.386
Cl4 -3.211 3.837 -5.563
H59 -1.562 2.444 -7.499
H60 -0.844 4.005 -7.054
H61 -1.081 3.607 -4.757
H62 -1.827 1.984 -4.930
Cl5 -1.478 -7.253 -1.305
C41 -0.463 -5.808 -1.441
C42 1.000 -6.020 -1.909
Cl6 1.708 -7.200 -0.838
H63 -0.519 -5.304 -0.476
H64 -1.040 -5.150 -2.090
H65 1.611 -5.119 -1.852
H66 1.125 -6.444 -2.906
Cl7 2.014 3.231 1.545
C43 0.717 3.932 2.518
C44 1.153 3.986 3.958
Cl8 -0.106 4.881 4.874
H67 -0.147 3.278 2.408
H68 0.641 4.906 2.034
H69 2.124 4.478 4.008
H70 1.269 2.992 4.390
Cl9 6.890 0.595 -0.292
C45 5.307 1.106 0.506
C46 5.592 2.094 1.680
Cl10 6.697 1.430 2.871
H71 4.724 0.225 0.776
H72 4.680 1.559 -0.262
H73 4.680 2.354 2.219
H74 5.994 3.013 1.253
Cl11 -3.049 0.069 3.416
C47 -1.466 0.511 4.080
C48 -1.467 0.659 5.614
Cl12 -2.500 2.033 6.055
H75 -1.123 1.414 3.575
H76 -0.769 -0.286 3.823
H77 -0.480 0.770 6.062
H78 -1.911 -0.222 6.078

For the gap between HOMO and LUMO, the calculation gives 0.3688 Ha. The value obtained for the relative energy (zero: lowest compared OMol25 entry of this formula, charge and spin) is 109.2 kJ/mol. The lowest unoccupied orbital energy is -0.09 eV. As for the total charge: 0.